# C20H28N4O4S

An isolated molecule of C20H28N4O4S (ωB97M-V/def2-TZVPD, the OMol25 dataset).

* LUMO level: 0.4 eV
* electronic energy: -1697.16997 hartree
* orbital gap: 8.644 eV
* energy relative to the best compared isomer or geometry (same formula, charge and spin): 0.591 eV

Last column: natural (NBO) charge in e.
Positions of all 57 atoms, in Å:
C: 4.301 2.800 -1.781  -0.619
C: 2.861 2.420 -2.105  -0.396
C: 1.832 3.146 -1.237  -0.411
C: 1.895 2.740 0.237  -0.234
N: 1.457 1.372 0.470  -0.441
C: 0.128 1.029 0.455  0.474
N: -0.794 1.974 0.137  -0.798
C: -0.270 -0.262 0.726  -0.146
N: -1.651 -0.580 0.644  -0.458
C: -2.152 -0.862 -0.702  -0.250
C: -1.566 -2.158 -1.193  -0.107
C: -2.123 -3.363 -0.799  -0.162
C: -1.557 -4.567 -1.177  -0.231
C: -0.414 -4.564 -1.953  -0.184
C: 0.161 -3.371 -2.356  -0.323
C: -0.405 -2.161 -1.977  0.376
O: 0.099 -0.933 -2.324  -0.531
C: 1.166 -0.889 -3.239  -0.251
C: -2.423 -0.900 1.708  0.730
O: -3.589 -1.226 1.586  -0.644
C: -1.786 -0.784 3.088  -0.532
C: -1.408 0.637 3.495  -0.508
S: -2.562 1.912 2.875  0.146
C: -4.120 1.335 3.596  -0.746
C: 0.684 -1.298 0.996  0.646
O: 0.458 -2.456 1.281  -0.612
N: 2.006 -0.838 0.943  -0.637
C: 2.450 0.431 0.716  0.801
O: 3.624 0.722 0.748  -0.633
H: 4.971 2.388 -2.532  0.213
H: 4.422 3.881 -1.771  0.196
H: 4.598 2.399 -0.816  0.227
H: 2.652 2.661 -3.150  0.204
H: 2.741 1.343 -1.980  0.198
H: 0.834 2.940 -1.630  0.211
H: 2.006 4.222 -1.298  0.209
H: 1.296 3.419 0.853  0.194
H: 2.927 2.789 0.587  0.259
H: -0.555 2.945 0.242  0.399
H: -1.742 1.742 0.403  0.433
H: -1.868 -0.040 -1.361  0.217
H: -3.238 -0.937 -0.625  0.248
H: -3.008 -3.346 -0.180  0.226
H: -1.999 -5.499 -0.861  0.213
H: 0.046 -5.496 -2.248  0.212
H: 1.060 -3.397 -2.951  0.216
H: 1.309 0.164 -3.476  0.197
H: 2.088 -1.292 -2.805  0.175
H: 0.931 -1.434 -4.158  0.181
H: -2.520 -1.184 3.790  0.236
H: -0.902 -1.424 3.120  0.253
H: -0.438 0.930 3.095  0.222
H: -1.377 0.728 4.582  0.223
H: -3.990 1.208 4.667  0.212
H: -4.414 0.405 3.118  0.247
H: -4.856 2.107 3.399  0.231
H: 2.725 -1.529 1.127  0.432